No. 1
This record from OMol25 describes a structure of composition C18H36FHfO18. The level of theory is wB97M-V/def2-TZVPD.

Output
* DFT total energy: -60102.2977 eV
* total charge: +3
* HOMO-LUMO gap: 5.0 eV
* multiplicity: 1
* LUMO energy: -12.23 eV
* relative energy (zero: lowest compared OMol25 entry of this formula, charge and spin): 40.6 kcal per mole

Cartesian coordinates (Å):
Hf -24.2188 2.3070 14.7461
F -23.3331 0.3879 14.7485
O -22.8291 -3.9947 14.2544
O -24.2154 -4.8731 12.8650
O -25.9664 0.5742 15.5144
O -19.9535 1.8754 18.6631
O -22.9874 -3.1375 12.1727
O -24.0940 1.7812 17.0074
O -23.9831 1.6331 12.5699
O -20.0054 1.9157 13.7306
O -24.2528 2.8563 10.7165
O -23.1189 1.0180 10.6088
O -20.4579 3.8619 12.8751
O -22.0096 2.7608 14.0685
O -24.2973 2.4396 19.1964
O -27.9096 -0.0261 16.4943
O -26.8232 -1.5259 15.5040
O -21.1221 1.9669 16.7109
O -23.8608 0.4313 18.7728
O -19.5387 0.4276 17.1619
C -21.6931 -3.2257 14.5874
C -20.4195 3.1037 19.1853
C -20.3156 1.4605 17.4722
C -24.0731 1.5984 18.2405
C -26.8255 -0.2657 15.8318
C -23.8028 1.8248 11.3393
C -21.4362 4.8506 12.4480
C -18.6388 2.0942 13.3063
C -28.3376 1.3096 16.7427
C -24.8455 3.7342 18.9099
C -19.9415 -0.4779 16.1630
C -23.3299 -3.9168 13.0294
C -24.7823 -5.1333 11.5879
C -23.7000 -0.6978 17.9045
C -23.9376 3.1815 9.3518
C -20.8684 2.8554 13.5846
C -22.3610 -0.0750 11.2032
C -25.8287 -2.0692 14.6492
H -25.7949 3.6164 18.3903
H -21.2253 2.9512 19.9040
H -21.8020 5.4019 13.3106
H -28.5005 1.8711 15.8218
H -22.2477 4.3026 11.9693
H -27.5831 1.8298 17.3379
H -25.7367 -5.6459 11.6911
H -24.1789 4.3267 18.2750
H -18.2804 3.0702 13.6219
H -26.1450 -3.0386 14.2732
H -20.8908 -3.2899 13.8513
H -23.0415 -0.8383 11.5767
H -22.8788 3.4140 9.2507
H -24.1399 -5.7234 10.9407
H -23.9681 -1.5759 18.4857
H -21.8786 0.3385 12.0902
H -18.0483 1.3168 13.7823
H -22.0097 -2.1761 14.6138
H -24.1539 2.3267 8.7122
H -21.6825 -0.4211 10.4352
H -24.8493 -2.2133 15.1062
H -21.3082 -3.5331 15.5546
H -19.1400 -0.7092 15.4656
H -25.7310 -1.4203 13.7754
H -19.6023 3.6269 19.6748
H -29.2606 1.3425 17.3118
H -25.0902 -4.2034 11.1053
H -24.3658 -0.6630 17.0457
H -24.8983 4.3052 19.8303
H -18.5488 1.9496 12.2310
H -22.6754 -0.7961 17.5501
H -24.5675 4.0047 9.0346
H -20.3281 -1.3972 16.6072
H -20.9423 5.4878 11.7238
H -20.7747 -0.1339 15.5428
H -20.7963 3.7802 18.4148



No. 2
This record from OMol25 describes a structure of composition Ca2H12N2O12. The level of theory is wB97M-V/def2-TZVPD.

Output
* DFT total energy: -64599.7287 eV
* total charge: +2
* HOMO-LUMO gap: 3.9 eV
* multiplicity: 1
* LUMO energy: -9.89 eV
* relative energy (zero: lowest compared OMol25 entry of this formula, charge and spin): 109.3 kcal per mole

Cartesian coordinates (Å):
Ca 10.2706 10.2815 7.2259
Ca 8.8446 7.6126 11.5804
O 7.3424 13.5951 8.8700
O 8.1629 11.7018 6.7390
O 9.0159 10.6737 9.3257
O 8.1966 9.8399 11.1090
O 6.3023 12.2379 5.9214
O 4.7170 12.3044 11.2980
O 5.4833 8.9624 8.0726
O 6.8808 10.8321 9.7602
O 6.4447 10.3328 13.5214
O 6.8568 10.2487 6.0128
O 10.6867 8.9752 12.3440
O 11.6151 9.6471 9.0310
N 8.0289 10.4367 10.0748
N 7.0977 11.4101 6.2921
H 5.8442 9.2722 8.9033
H 6.1397 9.2063 7.4200
H 11.3534 10.2024 9.7654
H 12.3863 9.1772 9.3483
H 6.9096 10.0586 12.7309
H 10.9140 9.9045 12.3112
H 7.2196 12.6518 8.7637
H 7.5953 13.9037 7.9999
H 4.0963 11.9614 11.9409
H 6.7605 11.2207 13.6897
H 11.0332 8.6728 13.1835
H 5.2042 11.5358 11.0011